[1]
DFT (ωB97M-V/def2-TZVPD) results for C48H47AsInN5O3 as an isolated structure.

Geometry as XYZ:
```
105
C48H47AsInN5O3, DFT ωB97M-V/def2-TZVPD
In 0.067 0.575 -0.482
C 0.945 4.705 -2.289
O -0.030 4.907 -1.233
C -0.148 3.751 -0.602
N 0.468 2.742 -1.106
C 1.111 3.178 -2.365
C 2.528 2.693 -2.524
C 2.985 2.345 -3.790
C 4.272 1.856 -3.959
C 5.102 1.693 -2.859
C 4.650 2.044 -1.595
C 3.370 2.551 -1.427
C -0.895 3.746 0.659
C -1.650 4.855 1.016
C -2.218 4.889 2.274
C -1.917 3.865 3.142
C -1.118 2.810 2.708
N -0.655 2.703 1.456
C -0.512 1.945 3.739
N -0.081 0.768 3.624
C 0.761 0.526 4.817
C 0.505 1.758 5.713
O -0.270 2.628 4.875
C 2.217 0.376 4.413
C 3.130 -0.109 5.346
C 4.469 -0.244 5.017
C 4.913 0.095 3.745
C 4.009 0.570 2.809
C 2.667 0.714 3.143
H 1.866 5.207 -1.993
H 0.568 5.156 -3.202
H 0.517 2.774 -3.185
H 2.334 2.454 -4.651
H 4.624 1.593 -4.948
H 6.099 1.293 -2.988
H 5.296 1.929 -0.734
H 3.024 2.836 -0.439
H -1.759 5.671 0.317
H -2.827 5.724 2.590
H -2.233 3.890 4.175
H 0.436 -0.375 5.323
H 1.416 2.279 6.001
H -0.073 1.521 6.605
H 2.786 -0.385 6.336
H 5.170 -0.618 5.750
H 5.960 -0.006 3.491
H 4.343 0.842 1.815
H 1.975 1.117 2.413
C -1.855 2.914 -4.105
N -1.408 1.539 -4.287
C -1.240 1.116 -5.674
C -0.641 -0.272 -5.719
C -1.528 -1.191 -4.906
N -1.672 -0.655 -3.555
C -2.153 -1.596 -2.562
C -1.556 0.651 -3.267
O -1.568 1.088 -2.074
H -2.856 3.047 -4.523
H -1.178 3.601 -4.615
H -1.894 3.146 -3.045
H -0.577 1.835 -6.159
H -2.198 1.142 -6.203
H 0.363 -0.258 -5.286
H -0.568 -0.625 -6.746
H -1.085 -2.183 -4.815
H -2.510 -1.301 -5.375
H -1.430 -2.399 -2.423
H -3.096 -2.033 -2.899
H -2.336 -1.085 -1.622
C -0.031 -4.671 4.689
C -1.239 -4.007 4.529
C -1.400 -3.093 3.497
C -0.345 -2.864 2.622
C 0.864 -3.533 2.769
C 1.016 -4.439 3.807
As -0.652 -1.744 1.050
C -2.572 -1.819 0.937
C -3.482 -0.882 1.399
C -4.839 -1.099 1.201
C -5.268 -2.249 0.550
C -4.353 -3.182 0.080
C -2.992 -2.971 0.262
C -1.906 -3.812 -0.285
C -2.071 -5.007 -0.974
C -0.968 -5.658 -1.509
C 0.307 -5.128 -1.359
C 0.489 -3.942 -0.660
C -0.614 -3.291 -0.134
H 0.094 -5.367 5.507
H -2.060 -4.201 5.206
H -2.338 -2.568 3.378
H 1.683 -3.357 2.082
H 1.952 -4.968 3.923
H -3.135 0.011 1.907
H -5.564 -0.374 1.547
H -6.325 -2.414 0.395
H -4.705 -4.065 -0.437
H -3.058 -5.434 -1.099
H -1.103 -6.585 -2.050
H 1.158 -5.642 -1.784
H 1.485 -3.533 -0.538
C 1.526 -0.482 -1.762
H 1.040 -1.393 -2.108
H 2.387 -0.723 -1.140
H 1.807 0.170 -2.581
```

Calculated values
Orbital gap (eV): 6.83
HOMO level (eV): -13.07
Net charge: +2
Max |F| (eV/A): 1.2

Löwdin population analysis, charges in e, atoms 1 to 8: In 0.923; C -0.012; O 0.060; C -0.302; N 0.073; C -0.228; C -0.222; C -0.039



[2]
DFT (ωB97M-V/def2-TZVPD) results for a 2-piece molecular cluster, C48H48N3Si overall.

Geometry as XYZ:
```
100
C48H48N3Si, DFT ωB97M-V/def2-TZVPD
C -2.186 2.326 -0.024
C -1.521 2.865 1.081
C -0.593 2.097 1.794
C -0.334 0.769 1.414
Si 0.974 -0.250 2.275
C 1.445 -1.669 1.158
C 2.642 -1.589 0.432
C 2.999 -2.607 -0.457
C 2.177 -3.727 -0.615
C 0.994 -3.824 0.124
C 0.614 -2.791 0.991
C 2.426 0.881 2.550
C 2.805 1.789 1.547
C 3.882 2.661 1.748
C 4.587 2.642 2.958
C 4.208 1.745 3.962
C 3.148 0.858 3.753
C 0.540 -0.949 3.998
C 1.290 -2.246 4.391
C 0.218 -3.307 4.650
C -1.127 -2.569 4.726
N -0.865 -1.229 4.223
C -1.799 -0.258 4.299
C -3.064 -0.486 4.781
C -4.268 0.034 4.189
C -5.513 -0.268 4.791
C -6.704 0.210 4.261
C -6.691 0.991 3.094
C -5.466 1.297 2.476
C -4.267 0.832 3.015
C -0.998 0.240 0.299
C -1.922 1.010 -0.413
H -2.897 2.932 -0.592
H -1.716 3.892 1.387
H -0.045 2.547 2.629
H 3.294 -0.723 0.565
H 3.925 -2.518 -1.026
H 2.457 -4.519 -1.314
H 0.353 -4.703 0.027
H -0.340 -2.863 1.523
H 2.258 1.823 0.602
H 4.169 3.356 0.956
H 5.428 3.322 3.122
H 4.732 1.733 4.920
H 2.889 0.151 4.543
H 0.853 -0.116 4.652
H 2.005 -2.560 3.620
H 1.872 -2.037 5.298
H 0.184 -4.040 3.839
H 0.402 -3.848 5.583
H -1.901 -3.080 4.125
H -1.495 -2.532 5.768
H -1.505 0.745 3.975
H -3.194 -1.175 5.621
H -5.507 -0.895 5.682
H -7.649 -0.023 4.751
H -7.628 1.349 2.662
H -5.450 1.902 1.565
H -3.311 1.044 2.527
H -0.768 -0.776 -0.032
H -2.424 0.578 -1.278
C -6.233 -2.122 9.476
N -5.880 -0.725 9.360
C -6.914 0.194 9.792
C -4.737 -0.280 8.758
C -4.726 0.992 8.132
C -3.607 1.435 7.460
C -2.374 0.751 7.565
C -1.180 1.288 6.993
C -0.858 2.652 6.973
C 0.477 3.211 6.742
C 1.745 2.652 6.669
C 2.868 3.505 6.705
C 2.729 4.899 6.806
C 1.450 5.480 6.881
C 0.363 4.618 6.850
N -0.961 4.916 7.191
C -1.485 6.241 7.459
C -1.675 3.768 7.314
C -2.380 -0.522 8.214
C -3.542 -1.051 8.751
H -5.434 -2.763 9.085
H -6.425 -2.366 10.532
H -7.164 -2.323 8.919
H -6.497 1.188 9.987
H -7.714 0.281 9.041
H -7.361 -0.193 10.714
H -5.626 1.604 8.145
H -3.672 2.325 6.838
H -0.370 0.601 6.756
H 1.853 1.568 6.601
H 3.873 3.079 6.662
H 3.619 5.538 6.834
H 1.291 6.557 6.966
H -0.731 6.990 7.208
H -2.391 6.408 6.866
H -1.748 6.352 8.519
H -2.689 3.789 7.690
H -1.439 -1.071 8.300
H -3.534 -2.036 9.221
```

Calculated values
Orbital gap (eV): 4.14
HOMO level (eV): -8.51
Net charge: +1
Max |F| (eV/A): 1.7

Löwdin population analysis, charges in e, atoms 1 to 8: C -0.086; C -0.088; C -0.116; C -0.253; Si 0.753; C -0.260; C -0.076; C -0.072